Molecular formula: C7H11BN2O
Method: DFT, ωB97M-V/def2-TZVPD

Results
SMILES ... N#CB(N)C[C@]1(O)C=CCC1
ΔE to the lowest compared entry with this formula, charge and spin ... 0.0 kJ/mol
E_LUMO ... 0.411 eV
HOMO energy ... -9.61 eV

Atoms and positions in Å:
N 1.9967 -2.7307 0.2269
C 2.0341 -1.5964 -0.0205
B 2.0982 -0.1066 -0.2478
N 3.3582 0.2147 -1.1204
C 0.8564 0.6690 0.6968
C -0.3983 0.4825 -0.0581
O -0.1904 0.7815 -1.4673
C -1.5192 1.2864 0.3948
C -2.5550 0.5771 0.7425
C -2.3215 -0.8742 0.5877
C -0.9801 -0.8650 -0.1461
H 3.8554 1.1605 -1.2146
H 3.6265 -0.5190 -1.7285
H 0.9988 1.6929 1.0167
H 0.9109 0.2228 1.7139
H -0.2720 1.6945 -1.7018
H -1.3378 2.2765 0.4481
H -3.4318 0.9692 1.1692
H -2.1680 -1.3533 1.5350
H -3.0630 -1.3600 0.0693
H -0.3702 -1.5492 0.2606
H -1.1277 -1.0732 -1.1565


Molecular formula: C5H7N3
Method: DFT, ωB97M-V/def2-TZVPD

Results
SMILES ... [H]/N=C\n1nccc1C
ΔE to the lowest compared entry with this formula, charge and spin ... 514.2 kJ/mol
E_LUMO ... 0.752 eV
HOMO energy ... -9.65 eV

Atoms and positions in Å:
H -2.1025 -2.1321 0.0530
N -2.4763 -1.0960 -0.2433
C -1.5391 -0.3288 0.0097
N -0.1799 -0.5497 0.5915
N 0.3258 -1.7307 0.2728
C 1.6289 -1.4966 0.0425
C 1.8806 -0.0215 -0.1452
C 0.6116 0.4316 0.0791
C -0.2527 1.8071 0.1572
H -1.8949 0.5721 0.0167
H 2.3177 -2.4758 -0.3917
H 2.7494 0.6772 -0.6803
H -0.8809 1.8565 -0.8181
H -0.7192 1.8301 1.0974
H 0.5313 2.6565 -0.0413


Molecular formula: C2H6NO2
Method: DFT, ωB97M-V/def2-TZVPD

Results
ΔE to the lowest compared entry with this formula, charge and spin ... 835.6 kJ/mol
E_LUMO (spin up / spin down) ... -8.193 / -7.800 eV
HOMO energy (spin up / spin down) ... -14.56 / -14.90 eV
Charge ... +1

Atoms and positions in Å:
C -0.9695 -0.1488 -1.9234
C 0.8395 -0.2513 2.0485
N 0.3027 -2.1821 0.7608
O -0.1351 -1.7294 -0.2693
O 0.6503 -1.6374 1.7938
H -0.8006 0.8971 -1.8497
H -2.0054 -0.4113 -1.8911
H -0.1300 -0.8911 -2.2309
H 0.2296 0.1967 3.0012
H 0.7444 0.3816 1.1773
H 1.8739 -0.2665 2.3707


Molecular formula: C4H13KO6PSSi2
Method: DFT, ωB97M-V/def2-TZVPD

Results
ΔE to the lowest compared entry with this formula, charge and spin ... 0.0 kJ/mol
E_LUMO ... -4.214 eV
HOMO energy ... -12.42 eV
Charge ... +1

Atoms and positions in Å:
O -0.8869 2.3877 3.7314
C -0.9674 2.4306 2.5544
O -2.0553 1.9845 1.8959
C -1.9983 1.8580 0.4887
C -2.1735 0.3869 0.1185
Si -0.7815 -0.7307 0.7454
O 0.2960 -1.0982 -0.4576
Si 1.0507 0.0588 -1.3252
C 2.5203 -0.7012 -2.2018
S 3.8203 -0.6115 -1.0207
O 4.5238 0.6119 -1.2343
O 3.2038 -0.9121 0.2397
P -1.5860 -2.7384 1.4175
O -1.6281 -3.6268 0.2250
H -0.1773 2.8295 1.9089
H -1.0770 2.2850 0.0839
H -2.8187 2.4418 0.0720
H -2.2713 0.3032 -0.9681
H -3.1290 0.0612 0.5242
H -0.0964 -0.0605 1.8672
H 1.4276 1.2376 -0.5320
H 0.1006 0.5163 -2.3676
H 2.8075 -0.2098 -3.1257
H 2.3023 -1.7490 -2.4114
H 4.6042 -1.6560 -1.3446
H -2.8311 -2.5302 2.0420
H -0.7078 -3.1914 2.4174
K -1.4714 0.4228 -3.3433


Molecular formula: C39H61BF2N2O8Si
Method: DFT, ωB97M-V/def2-TZVPD

Results
SMILES ... CC(C)C[C@@H](C)COC1=C(B(O)N(C)C)C(=O)C(c2ccncc2)=C(C(F)(F)CC[Si](C)(C)c2ccccc2)C1=O.COCCOC.COCCOC
E_LUMO ... -1.095 eV
HOMO energy ... -8.90 eV

Atoms and positions in Å:
C 6.5046 0.5124 2.5633
C 6.9724 1.2422 1.2936
C 8.4977 1.4216 1.3132
C 6.4824 0.4964 0.0449
C 5.0559 0.9320 -0.3710
C 5.0937 1.9297 -1.5194
C 4.1085 -0.2355 -0.6654
O 3.0471 -0.2305 0.2925
C 2.1944 -1.2733 0.1959
C 2.3912 -2.4786 0.7331
B 3.6296 -2.9244 1.6184
O 3.9964 -2.0655 2.6533
N 4.3029 -4.1825 1.3571
C 4.5468 -4.9712 2.5697
C 5.5345 -3.9921 0.5694
C 1.3007 -3.4724 0.5010
O 1.4834 -4.6396 0.3407
C -0.0924 -2.9021 0.4991
C -1.1285 -3.7279 1.1398
C -1.9388 -4.6160 0.4530
C -2.8661 -5.3612 1.1555
N -3.0663 -5.3014 2.4743
C -2.2649 -4.4505 3.1164
C -1.3053 -3.6583 2.5160
C -0.2655 -1.6999 -0.0417
C -1.6086 -1.0033 -0.0640
F -2.5837 -1.8545 -0.4467
F -1.5820 -0.0260 -1.0250
C -1.9251 -0.3310 1.2858
C -3.3676 -0.5172 1.7509
Si -3.9998 0.9275 2.7852
C -5.8156 0.5583 3.1201
C -3.8885 2.5109 1.7770
C -3.0771 1.0708 4.4129
C -3.3479 2.1321 5.2996
C -2.6899 2.2410 6.5224
C -1.7406 1.2889 6.9136
C -1.4510 0.2327 6.0439
C -2.1099 0.1338 4.8140
C 0.9460 -1.0262 -0.5920
O 0.9440 -0.3846 -1.5981
H 6.6405 -0.5602 2.4600
H 5.4452 0.6939 2.7241
H 7.0837 0.8388 3.4224
H 6.5033 2.2242 1.3172
H 8.9115 1.2994 0.3161
H 8.9836 0.7329 1.9964
H 8.7798 2.4220 1.6323
H 6.4935 -0.5719 0.2438
H 7.1639 0.7127 -0.7754
H 4.6436 1.4570 0.4879
H 5.4676 1.4945 -2.4422
H 5.7242 2.7671 -1.2319
H 4.0930 2.3208 -1.6884
H 3.7077 -0.1105 -1.6706
H 4.6539 -1.1773 -0.6378
H 3.4189 -2.2110 3.4116
H 4.5985 -4.3632 3.4749
H 5.5040 -5.4817 2.4987
H 3.7871 -5.7366 2.7080
H 5.3933 -3.1891 -0.1520
H 5.7534 -4.8829 -0.0119
H 6.3711 -3.7435 1.2224
H -1.8567 -4.7245 -0.6154
H -3.4895 -6.0534 0.6067
H -2.3871 -4.3884 4.1896
H -0.7125 -2.9854 3.1175
H -1.6352 0.7118 1.1901
H -1.2605 -0.7736 2.0214
H -4.0354 -0.5542 0.8905
H -3.5072 -1.4450 2.3000
H -5.8773 -0.4822 3.4337
H -6.3678 0.6261 2.1858
H -6.2558 1.2098 3.8668
H -3.0254 3.1257 2.0203
H -3.8809 2.2919 0.7111
H -4.7803 3.0939 1.9974
H -4.0844 2.8747 5.0203
H -2.8984 3.0641 7.1900
H -1.2405 1.3658 7.8651
H -0.7192 -0.5194 6.2982
H -1.8619 -0.6953 4.1656
C 0.2327 -0.5941 -4.6568
O -0.7796 -0.3734 -5.6288
C -1.4798 0.8437 -5.4343
C -1.0105 1.9214 -6.3859
O 0.3284 2.3124 -6.1231
C 1.2657 1.7397 -7.0149
H 0.8337 -1.4379 -4.9954
H 0.8795 0.2782 -4.5408
H -0.2142 -0.8399 -3.6934
H -1.3809 1.1840 -4.3987
H -2.5398 0.6449 -5.6255
H -1.6395 2.8080 -6.2551
H -1.1155 1.5815 -7.4208
H 1.1822 2.1946 -8.0084
H 1.1317 0.6586 -7.1001
H 2.2604 1.9414 -6.6204
C -5.3550 1.4817 -2.7238
O -5.3030 2.6433 -1.9127
C -4.5167 3.6829 -2.4751
C -5.3740 4.7576 -3.1040
O -6.0749 4.2749 -4.2396
C -7.4338 3.9768 -3.9776
H -6.1251 0.8295 -2.3146
H -5.6090 1.7240 -3.7583
H -4.3960 0.9524 -2.6997
H -3.8140 3.2799 -3.2104
H -3.9351 4.1284 -1.6612
H -4.7265 5.5724 -3.4427
H -6.0715 5.1639 -2.3653
H -8.0117 4.8974 -3.8409
H -7.5445 3.3462 -3.0921
H -7.8256 3.4430 -4.8418


Molecular formula: C3H4N2O
Method: DFT, ωB97M-V/def2-TZVPD

Results
ΔE to the lowest compared entry with this formula, charge and spin ... 340.5 kJ/mol
E_LUMO ... 0.849 eV
HOMO energy ... -10.44 eV

Atoms and positions in Å:
C 1.5207 -0.3232 0.0737
C -0.4914 1.2605 0.5758
C 0.1940 0.1426 -0.0609
N 2.5794 -0.7506 0.1580
N -0.9075 -1.2831 -0.4264
O -0.1510 1.2434 -0.7898
H -1.5434 1.1444 0.7994
H 0.0722 1.9602 1.1828
H -0.3859 -2.0735 -0.0705
H -0.8871 -1.3208 -1.4422


Molecular formula: C3H5NO
Method: DFT, ωB97M-V/def2-TZVPD

Results
SMILES ... N#CCCO
ΔE to the lowest compared entry with this formula, charge and spin ... 118.1 kJ/mol
E_LUMO ... 0.533 eV
HOMO energy ... -11.07 eV

Atoms and positions in Å:
N -2.1874 -0.5135 -0.0843
C -1.1963 0.1253 -0.0375
C 0.0192 0.9564 0.2035
C 1.3314 0.3659 -0.2508
O 1.2033 -1.0370 0.0358
H -0.2606 1.9228 -0.2725
H -0.1461 1.0947 1.2860
H 1.2884 0.4486 -1.2916
H 2.2507 0.7927 0.1351
H 1.6267 -1.0539 0.9553


Molecular formula: C14H11BeCl3N2SSiTe
Method: DFT, ωB97M-V/def2-TZVPD

Results
ΔE to the lowest compared entry with this formula, charge and spin ... 23.1 kJ/mol
E_LUMO ... -1.236 eV
HOMO energy ... -7.20 eV

Atoms and positions in Å:
Be 0.6519 -0.3362 -0.5709
C 1.0263 -1.5621 3.2434
C 1.1501 -0.3224 3.8462
C 1.2392 0.8194 3.0596
C 1.1674 0.6722 1.6907
N 0.9908 -0.5296 1.1162
C 0.9508 -1.6290 1.8618
C 1.3556 1.7445 0.6796
C 1.5787 3.0824 0.9378
C 1.8332 3.9218 -0.1383
C 1.8944 3.3964 -1.4188
C 1.6523 2.0460 -1.6008
N 1.3669 1.2521 -0.5712
H 0.9819 -2.4699 3.8269
H 1.1907 -0.2411 4.9239
H 1.3650 1.7947 3.5065
H 0.8424 -2.5660 1.3303
H 1.5479 3.4631 1.9481
H 1.9864 4.9799 0.0247
H 2.1179 4.0199 -2.2720
H 1.6741 1.5755 -2.5752
Cl 0.9354 -3.8242 -1.6554
Si 1.4863 -1.8266 -1.9373
Cl 1.4211 -1.5053 -3.9923
Cl 3.5703 -1.8285 -1.5018
Te -1.6486 0.6073 -0.6419
C -3.0623 -0.8597 -1.0851
C -3.7579 -1.0195 -2.2499
C -4.7412 -2.0456 -2.1753
C -4.7780 -2.6460 -0.9539
S -3.6205 -1.9622 0.1023
H -3.5597 -0.4317 -3.1343
H -5.3921 -2.3180 -2.9938
H -5.4166 -3.4518 -0.6299


Molecular formula: C4H11NO
Method: DFT, ωB97M-V/def2-TZVPD

Results
SMILES ... CCOCNC
ΔE to the lowest compared entry with this formula, charge and spin ... 370.9 kJ/mol
E_LUMO ... 1.096 eV
HOMO energy ... -8.99 eV

Atoms and positions in Å:
C -0.2478 2.7264 -0.7318
C 0.7877 1.5998 -0.4449
O 0.2973 0.1228 -0.5751
C 0.7694 -0.9765 0.2787
N 0.1400 -2.1851 -0.1285
C -1.0430 -2.4661 0.7594
H 0.1062 3.5017 0.0305
H -1.2727 2.4730 -0.4219
H -0.1985 3.0034 -1.7851
H 1.8814 1.7840 -0.7420
H 0.8249 1.5549 0.7026
H 0.6500 -0.5492 1.2791
H 1.8540 -0.9234 0.2812
H -0.0850 -2.1894 -1.1202
H -0.9054 -3.3339 1.4120
H -2.1231 -2.7365 0.2659
H -1.4353 -1.4058 0.9400


Molecular formula: C4H35N2O15
Method: DFT, ωB97M-V/def2-TZVPD

Results
ΔE to the lowest compared entry with this formula, charge and spin ... 189.1 kJ/mol
E_LUMO ... 2.383 eV
HOMO energy ... -7.00 eV
Charge ... -1

Atoms and positions in Å:
C -1.5703 0.0150 0.2361
N -1.2343 1.0807 -0.7565
C -1.6850 0.8899 -2.1441
O -1.3865 -0.3390 -2.7929
C -1.0403 0.2084 1.6510
N 0.1697 0.9374 1.8864
C 1.0867 0.7044 2.9026
O 2.0239 1.4841 2.9767
H -2.6820 0.0630 0.3314
H -1.2047 -0.9365 -0.2358
H -0.2301 1.0945 -0.6420
H -1.2713 1.7453 -2.6847
H -2.8041 0.7736 -2.0568
H -0.9136 -0.8315 2.0674
H -1.8646 0.6114 2.2553
H 0.4596 1.7361 1.3244
H 0.8859 -0.2646 3.4160
H -0.5316 -0.7943 -2.5828
H 1.0864 -2.8218 -2.9068
O 0.7432 -2.0052 -2.5396
H 0.5303 -3.0274 0.4140
H 0.8432 -2.3496 1.6645
O 0.3240 -3.1103 1.3718
H 1.1488 -1.8979 -1.5247
H 1.4342 -0.9088 -0.2321
O 1.8159 -1.7905 -0.3653
H -2.1804 2.5096 0.4356
H -2.2120 3.5320 1.5428
O -2.7808 2.8828 1.1152
H 2.1479 -0.4336 -3.4761
H 3.6577 -0.3342 -3.1881
O 2.9609 -0.0087 -3.7959
H -4.7057 -0.4319 -0.3112
H -3.9055 -1.8274 -0.5816
O -4.6653 -1.3717 -0.1387
H 3.1943 -1.0855 -1.0332
H 3.6968 0.3695 -1.2330
O 3.9800 -0.5371 -1.4012
H 0.8376 3.5514 0.4187
H 0.8112 4.9719 1.0024
O 0.2769 4.1854 0.8776
H 0.5228 -3.0261 3.4891
H -0.7372 -2.2336 3.7729
O 0.1925 -2.3066 4.0409
H 2.4584 1.4669 -3.2961
H 2.7825 2.4982 -2.3090
O 2.0929 2.3240 -2.9630
H -2.6381 -1.9303 -2.3032
H -2.0520 -2.9781 -1.3908
O -2.9068 -2.6056 -1.6403
H -3.0050 -2.5121 2.2410
H -1.6195 -2.2863 1.6194
O -2.0600 -2.5557 2.4322
H 3.5228 3.3231 0.4658
H 2.7064 2.3874 1.2987
O 2.5981 3.1024 0.6346


Molecular formula: C13H10N3O2PtSSe
Method: DFT, ωB97M-V/def2-TZVPD

Results
ΔE to the lowest compared entry with this formula, charge and spin ... 3.5 kJ/mol
E_LUMO ... 2.548 eV
HOMO energy ... -4.31 eV
Charge ... -1

Atoms and positions in Å:
Pt 0.5435 0.2773 -1.5218
O 2.0729 1.6210 -0.9771
N 2.6787 1.2883 0.0892
N 2.3298 0.1748 0.5935
O 1.3442 -0.5911 0.1327
C 2.9673 -0.2665 1.7943
C 4.0808 0.3998 2.2940
C 4.6679 -0.0584 3.4606
C 4.1596 -1.1708 4.1201
C 3.0545 -1.8269 3.6022
C 2.4496 -1.3808 2.4357
H 4.4707 1.2601 1.7720
H 5.5342 0.4574 3.8543
H 4.6260 -1.5230 5.0310
H 2.6527 -2.6963 4.1064
H 1.5898 -1.8770 2.0124
S -1.4089 2.7732 -5.0533
C -0.6924 1.9112 -3.8687
N -0.1652 1.2925 -3.0371
Se -1.0234 -1.4379 -2.1083
C -2.7183 -0.5738 -1.8805
C -3.6908 -0.7019 -2.8677
C -4.9417 -0.1204 -2.7080
C -5.2331 0.6125 -1.5676
C -4.2608 0.7572 -0.5855
C -3.0170 0.1647 -0.7365
H -3.4549 -1.2418 -3.7760
H -5.6821 -0.2212 -3.4927
H -6.2030 1.0801 -1.4501
H -4.4719 1.3381 0.3048
H -2.2586 0.2796 0.0274


Molecular formula: C19H38O2P2Pd
Method: DFT, ωB97M-V/def2-TZVPD

Results
2S+1 ... 5
E_LUMO (spin up / spin down) ... -5.490 / -10.861 eV
HOMO energy (spin up / spin down) ... -13.48 / -14.69 eV
Charge ... +2

Atoms and positions in Å:
Pd -0.2211 -0.1071 -0.3766
H 0.7743 1.7195 2.5983
H 0.9990 1.3259 1.9818
P -2.2241 0.3997 0.6732
P 1.4187 0.0358 -1.9688
C 2.0660 -1.6111 -2.3771
H 2.9501 -1.5228 -3.0235
H 2.3182 -2.1380 -1.4486
H 1.2716 -2.1694 -2.8877
C 1.0230 0.8142 -3.5645
H 0.7504 1.8654 -3.4017
H 1.8844 0.7629 -4.2467
H 0.1667 0.2944 -4.0148
C 2.8151 0.9976 -1.3101
H 3.1196 0.5610 -0.3515
H 3.6584 1.0057 -2.0148
H 2.4754 2.0275 -1.1384
C -3.5191 1.0655 -0.4073
H -4.4522 1.2151 0.1530
H -3.1852 2.0237 -0.8216
H -3.6916 0.3662 -1.2311
C -2.9498 -1.0503 1.4930
H -2.2949 -1.4052 2.2976
H -3.9295 -0.7897 1.9143
H -3.0743 -1.8530 0.7585
C -2.1023 1.6234 2.0176
H -1.6775 2.5485 1.6137
H -3.0859 1.8440 2.4534
H -1.4351 1.2627 2.8073
C 0.5294 -1.8764 0.3218
O 0.5301 -3.0363 0.2906
H -1.1254 -0.2983 -1.7075
C 6.6118 -0.8455 1.8129
C 5.1416 -1.0997 1.4329
C 4.9826 -1.9280 0.1453
C 4.2901 -1.6131 2.5831
C 4.8104 -2.1352 3.7482
C 4.0034 -2.4446 4.8371
C 2.6236 -2.1962 4.7775
C 2.0336 -1.7505 3.6116
C 0.5186 -1.4723 3.5220
C -0.3033 -2.7579 3.6557
C 0.1293 -0.3346 4.4649
C 2.8527 -1.5717 2.4444
O 2.2964 -1.3413 1.2996
H 7.1699 -1.7736 1.9772
H 6.6565 -0.2511 2.7335
H 7.1047 -0.2625 1.0222
H 4.7059 -0.1122 1.1996
H 4.7453 -2.9809 0.3540
H 4.1323 -1.5288 -0.4223
H 5.8840 -1.8760 -0.4845
H 5.8893 -2.3117 3.8048
H 4.4572 -2.8384 5.7416
H 2.0161 -2.3586 5.6686
H 0.3356 -1.1290 2.4900
H -0.0243 -3.3416 4.5431
H -1.3816 -2.5561 3.6847
H -0.0931 -3.3680 2.7585
H 0.6803 0.5615 4.1352
H -0.9477 -0.1060 4.4440
H 0.4309 -0.5424 5.4976